Entry from OMol25: a 2-piece molecular cluster, C10H16S overall at a distorted geometry (ωB97M-V with the def2-TZVPD basis set).

Calculated values
- F_max: 2.9 eV/A
- HOMO: -0.306 Eh
- Energy relative to the best compared isomer or geometry (same formula, charge and spin): 150.0 kJ/mol
- Structure (SMILES): Cc1ccccc1.CCSC
- E: -21463.295 eV

The geometry in XYZ format:
```
27
C10H16S, DFT ωB97M-V with the def2-TZVPD basis set
C -3.1003 0.8031 3.6892
C -0.3738 0.7876 1.0365
C -1.3820 1.1945 1.8248
C 0.3935 -0.2793 1.5060
C -1.7002 0.5487 3.0485
C 0.2721 -0.7943 2.7648
C -0.8033 -0.3536 3.5312
H -0.1452 1.3533 0.1617
H -1.9208 2.0360 1.3945
H 1.3026 -0.7020 1.0512
H 0.8733 -1.5896 3.2145
H -3.4972 -0.1434 4.0235
H -3.7630 1.2718 2.9328
H -0.9085 -0.7734 4.5509
H -2.9861 1.3532 4.5604
C 0.1465 0.2548 -3.0638
C 0.4816 0.8965 -4.3670
C 2.1268 -1.9416 -2.9529
S 1.6802 -0.3887 -2.2013
H -0.2738 1.0041 -2.3099
H -0.4998 -0.6725 -3.1562
H 1.0028 0.1805 -5.0652
H 1.3759 1.5727 -4.3621
H 1.7343 -1.9564 -4.0115
H 3.2171 -2.0852 -2.7182
H 1.5839 -2.8305 -2.4380
H -0.3441 1.5027 -4.7112
```

Atomic partial charges in e from the Löwdin method, atoms 1 to 8:
1. C -0.031
2. C -0.099
3. C -0.074
4. C -0.109
5. C -0.247
6. C -0.099
7. C -0.083
8. H 0.086